{
  "formula": "C24H72Br2CuN12O4P4",
  "method": "wB97M-V/def2-TZVPD",
  "orbital_gap_ev": [8.37, 6.95],
  "homo_energy_ev": [-7.66, -7.61],
  "e_lumo_ev": [0.71, -0.67],
  "total_charge": 0,
  "spin_multiplicity": 2,
  "symbols": ["Br", "Br", "Cu", "P", "P", "P", "P", "O", "O", "O", "O", "N", "N", "N", "N", "N", "N", "N", "N", "N", "N", "N", "N", "C", "C", "C", "C", "C", "C", "C", "C", "C", "C", "C", "C", "C", "C", "C", "C", "C", "C", "C", "C", "C", "C", "C", "C", "H", "H", "H", "H", "H", "H", "H", "H", "H", "H", "H", "H", "H", "H", "H", "H", "H", "H", "H", "H", "H", "H", "H", "H", "H", "H", "H", "H", "H", "H", "H", "H", "H", "H", "H", "H", "H", "H", "H", "H", "H", "H", "H", "H", "H", "H", "H", "H", "H", "H", "H", "H", "H", "H", "H", "H", "H", "H", "H", "H", "H", "H", "H", "H", "H", "H", "H", "H", "H", "H", "H", "H"],
  "xyz": [[-12.184, -7.158, 16.663], [-9.238, -8.445, 12.322], [-10.605, -7.971, 14.525], [-13.150, -6.255, 12.698], [-8.733, -4.972, 15.372], [-12.348, -11.159, 14.771], [-7.833, -9.685, 16.281], [-9.104, -9.196, 15.715], [-11.901, -9.769, 14.483], [-9.235, -6.334, 15.151], [-12.105, -6.957, 13.460], [-12.919, -11.514, 16.314], [-7.119, -4.704, 15.028], [-8.829, -4.395, 16.986], [-7.885, -9.694, 17.970], [-7.195, -11.156, 15.733], [-12.516, -4.989, 11.746], [-11.201, -12.327, 14.464], [-14.006, -7.154, 11.540], [-13.647, -11.624, 13.768], [-9.487, -3.750, 14.492], [-6.608, -8.570, 15.953], [-14.378, -5.585, 13.649], [-14.411, -4.208, 14.137], [-13.370, -8.326, 10.932], [-11.173, -5.187, 11.206], [-13.803, -12.642, 16.561], [-7.498, -12.402, 16.415], [-8.998, -9.046, 18.645], [-10.405, -12.265, 13.235], [-11.138, -13.596, 15.152], [-6.651, -4.885, 13.641], [-6.862, -10.319, 18.776], [-8.911, -2.455, 14.126], [-10.941, -3.852, 14.311], [-5.233, -8.807, 16.409], [-9.086, -5.344, 18.077], [-12.605, -10.613, 17.431], [-8.374, -3.087, 17.386], [-15.228, -6.503, 14.420], [-6.041, -4.865, 16.043], [-15.398, -6.849, 11.206], [-13.309, -3.993, 11.084], [-14.857, -10.834, 14.043], [-13.404, -11.789, 12.317], [-6.694, -11.237, 14.368], [-6.552, -7.961, 14.630], [-10.668, -11.373, 12.675], [-9.665, -9.794, 19.081], [-5.999, -4.124, 16.835], [-8.364, -6.169, 18.020], [-15.744, -11.327, 13.641], [-14.176, -3.699, 11.671], [-13.612, -3.692, 13.602], [-15.446, -5.812, 10.876], [-6.201, -5.873, 16.439], [-16.058, -7.049, 12.044], [-6.582, -12.988, 16.501], [-6.258, -3.929, 13.295], [-12.587, -11.035, 18.434], [-5.626, -11.018, 14.310], [-13.719, -4.358, 10.125], [-7.890, -2.546, 16.568], [-5.100, -8.786, 17.485], [-11.902, -14.270, 14.731], [-5.943, -5.688, 13.427], [-13.288, -8.153, 9.854], [-13.279, -9.756, 17.380], [-7.261, -10.532, 13.751], [-6.163, -8.620, 13.850], [-13.607, -13.121, 17.522], [-10.656, -5.982, 11.736], [-12.329, -8.414, 11.249], [-11.512, -4.066, 15.213], [-4.509, -8.146, 15.928], [-6.475, -9.581, 19.484], [-14.404, -11.806, 11.885], [-5.991, -7.026, 14.691], [-15.785, -6.000, 15.211], [-8.590, -8.500, 19.506], [-10.061, -5.836, 18.057], [-14.860, -12.352, 16.619], [-9.251, -2.433, 17.514], [-12.777, -10.973, 11.972], [-9.361, -2.148, 13.183], [-7.745, -3.105, 18.274], [-10.202, -14.132, 15.010], [-10.542, -13.204, 12.685], [-5.105, -4.930, 15.494], [-15.746, -7.464, 10.375], [-13.998, -9.159, 11.235], [-7.844, -2.621, 13.987], [-15.344, -3.771, 13.749], [-14.440, -4.155, 15.224], [-7.535, -7.578, 14.342], [-11.608, -10.204, 17.249], [-6.889, -12.191, 13.877], [-14.607, -7.313, 14.801], [-9.346, -12.303, 13.499], [-8.957, -4.804, 19.012], [-11.150, -4.532, 13.485], [-7.526, -5.213, 13.071], [-11.370, -13.574, 16.215], [-6.052, -10.715, 18.165], [-7.245, -11.197, 19.312], [-4.816, -9.746, 16.011], [-8.200, -12.995, 15.818], [-12.995, -12.782, 12.133], [-10.652, -4.227, 11.321], [-13.740, -13.372, 15.758], [-9.048, -1.659, 14.862], [-14.787, -9.810, 13.662], [-8.101, -12.279, 17.315], [-11.305, -2.916, 13.878], [-12.718, -3.146, 10.724], [-16.083, -6.873, 13.840], [-9.456, -8.272, 18.034], [-14.991, -10.835, 15.126], [-11.196, -5.358, 10.123]],
  "lowdin_charge": [0.027, 0.031, 0.192, 0.611, 0.587, 0.586, 0.600, -0.314, -0.320, -0.320, -0.367, -0.298, -0.296, -0.286, -0.294, -0.290, -0.322, -0.283, -0.291, -0.289, -0.274, -0.257, -0.278, -0.106, -0.088, -0.111, -0.135, -0.109, -0.098, -0.097, -0.126, -0.118, -0.137, -0.107, -0.105, -0.120, -0.109, -0.115, -0.141, -0.115, -0.072, -0.098, -0.128, -0.114, -0.093, -0.108, -0.173, 0.048, 0.082, 0.068, 0.064, 0.084, 0.063, 0.047, 0.066, 0.065, 0.046, 0.089, 0.077, 0.082, 0.074, 0.080, 0.060, 0.066, 0.081, 0.070, 0.085, 0.029, 0.050, 0.078, 0.084, 0.015, 0.054, 0.079, 0.081, 0.086, 0.080, 0.034, 0.086, 0.083, 0.006, 0.075, 0.086, 0.062, 0.079, 0.081, 0.074, 0.083, 0.083, 0.086, 0.064, 0.056, 0.084, 0.087, -0.004, 0.042, 0.083, 0.042, 0.064, 0.077, 0.031, 0.083, 0.073, 0.065, 0.080, 0.072, 0.058, 0.076, 0.080, 0.064, 0.074, 0.074, 0.077, 0.081, 0.088, 0.055, 0.043, 0.060, 0.089]
}


{
  "formula": "C17H14N2O",
  "method": "wB97M-V/def2-TZVPD",
  "orbital_gap_ev": 9.13,
  "homo_energy_ev": -8.46,
  "smiles": "O=C1CN[C@H](c2ccccc2)c2cccc3ccn1c23",
  "e_lumo_ev": 0.68,
  "total_charge": 0,
  "spin_multiplicity": 1,
  "symbols": ["O", "N", "N", "C", "C", "C", "C", "C", "C", "C", "C", "C", "C", "C", "C", "C", "C", "C", "C", "C", "H", "H", "H", "H", "H", "H", "H", "H", "H", "H", "H", "H", "H", "H"],
  "xyz": [[-3.183, -1.504, -2.773], [-1.385, -1.978, -1.481], [-1.010, 1.049, -1.224], [-0.343, -3.980, -1.393], [1.442, -0.799, 0.680], [0.835, 2.855, 3.022], [0.131, 1.801, 2.331], [1.326, 3.885, 0.886], [-1.431, -3.359, -1.867], [1.677, -3.102, 0.008], [-0.661, 0.613, 0.155], [0.188, -0.670, 0.076], [2.130, -2.008, 0.746], [0.452, -2.998, -0.657], [0.063, 1.731, 0.908], [-2.308, -1.048, -2.024], [1.400, 3.871, 2.270], [-2.252, 0.464, -1.821], [-0.254, -1.800, -0.635], [0.697, 2.792, 0.217], [-0.084, -5.058, -1.526], [0.685, 2.850, -0.867], [-1.581, 0.407, 0.709], [-3.118, 0.765, -1.225], [1.890, 4.703, 2.738], [2.221, -4.027, 0.012], [-2.191, -3.790, -2.536], [1.841, 0.023, 1.241], [0.918, 2.883, 4.094], [-2.388, 0.928, -2.793], [-0.375, 1.026, 2.910], [-0.212, 0.936, -1.846], [3.079, -2.141, 1.301], [1.804, 4.680, 0.363]],
  "lowdin_charge": [0.047, 0.061, -0.018, -0.015, -0.033, -0.068, -0.026, -0.069, -0.032, -0.028, -0.223, -0.082, -0.075, -0.174, -0.190, -0.336, -0.119, -0.087, -0.102, -0.021, 0.125, 0.097, 0.155, 0.129, 0.094, 0.104, 0.132, 0.101, 0.093, 0.125, 0.110, 0.121, 0.113, 0.090]
}


{
  "formula": "C3HHgO2",
  "method": "wB97M-V/def2-TZVPD",
  "orbital_gap_ev": [7.91, 5.22],
  "homo_energy_ev": [-8.40, -8.32],
  "e_lumo_ev": [-0.49, -3.11],
  "total_charge": 0,
  "spin_multiplicity": 2,
  "symbols": ["Hg", "O", "O", "C", "C", "C", "H"],
  "xyz": [[-0.147, -2.150, 2.422], [-0.634, 0.416, 0.452], [1.059, -0.643, -0.261], [0.754, 0.270, -1.349], [0.229, -0.520, 0.759], [-0.307, 0.916, -0.833], [-0.954, 1.711, -1.190]],
  "lowdin_charge": [0.759, -0.077, -0.138, -0.058, -0.423, -0.164, 0.100]
}


{
  "formula": "C4H13N2OS",
  "method": "wB97M-V/def2-TZVPD",
  "orbital_gap_ev": [1.89, 5.92],
  "homo_energy_ev": [3.88, -0.23],
  "e_lumo_ev": [5.77, 5.69],
  "total_charge": -2,
  "spin_multiplicity": 2,
  "symbols": ["S", "O", "N", "N", "C", "C", "C", "C", "H", "H", "H", "H", "H", "H", "H", "H", "H", "H", "H", "H", "H"],
  "xyz": [[2.486, 1.991, -0.554], [0.728, 0.713, -3.438], [-2.356, -1.246, 0.965], [-0.228, -0.145, 1.690], [0.776, -1.145, -0.437], [0.781, -0.014, 0.610], [-1.712, -0.035, 1.348], [0.847, 1.345, -0.082], [-2.097, -1.557, 0.038], [-0.038, 0.579, 2.375], [0.494, 2.144, 0.589], [-2.178, 0.289, 2.285], [0.566, 0.008, -2.793], [-2.181, -2.071, 1.533], [1.146, -2.063, 0.032], [-0.195, -1.144, -0.902], [1.526, 1.190, -3.111], [0.115, 1.412, -0.901], [1.615, -0.963, -1.118], [1.712, -0.106, 1.188], [-1.805, 0.820, 0.684]],
  "lowdin_charge": [0.058, -0.172, -0.111, -0.059, -0.188, -0.512, -0.528, -0.770, -0.052, 0.062, 0.014, 0.037, -0.015, -0.056, 0.029, 0.022, -0.018, 0.035, 0.047, 0.097, 0.080]
}


{
  "formula": "C4H13N2",
  "method": "wB97M-V/def2-TZVPD",
  "orbital_gap_ev": 6.67,
  "homo_energy_ev": -14.30,
  "e_lumo_ev": -7.63,
  "total_charge": 1,
  "spin_multiplicity": 1,
  "symbols": ["N", "N", "C", "C", "C", "C", "H", "H", "H", "H", "H", "H", "H", "H", "H", "H", "H", "H", "H"],
  "xyz": [[0.471, 1.792, 2.008], [-1.368, -1.706, 0.589], [-1.518, -0.259, 0.333], [1.540, -0.598, -1.722], [-0.519, 0.346, -0.594], [0.915, 0.102, -0.485], [1.173, -0.568, 0.334], [1.436, 1.060, -0.330], [-0.035, 1.452, 1.189], [-0.488, -2.031, 0.166], [-0.933, 0.527, -1.603], [-0.105, 1.364, 2.735], [2.636, -0.615, -1.725], [-1.515, 0.152, 1.355], [1.214, -0.116, -2.645], [-2.489, 0.120, -0.003], [-2.011, -2.171, -0.061], [1.224, -1.640, -1.705], [0.370, 2.790, 2.163]],
  "lowdin_charge": [0.053, 0.095, -0.245, -0.043, 0.158, -0.224, 0.132, 0.163, -0.052, 0.082, 0.164, 0.037, 0.102, 0.121, 0.089, 0.136, 0.105, 0.083, 0.044]
}


{
  "formula": "C12H19Br2F3NO2Sn",
  "method": "wB97M-V/def2-TZVPD",
  "orbital_gap_ev": 5.11,
  "homo_energy_ev": -10.99,
  "e_lumo_ev": -5.88,
  "total_charge": 1,
  "spin_multiplicity": 1,
  "symbols": ["Sn", "Br", "Br", "F", "F", "F", "O", "O", "N", "C", "C", "C", "C", "C", "C", "C", "C", "C", "C", "C", "C", "H", "H", "H", "H", "H", "H", "H", "H", "H", "H", "H", "H", "H", "H", "H", "H", "H", "H", "H"],
  "xyz": [[-0.197, 0.635, 3.373], [-5.566, -0.910, 0.003], [-1.906, 0.923, -2.123], [-3.682, 1.527, -0.171], [-4.824, 0.200, -2.295], [-3.684, -1.591, -1.808], [3.568, -2.901, 0.605], [-1.672, 2.923, 1.306], [2.669, -1.237, -0.671], [1.681, -1.021, -1.723], [1.444, 2.014, -0.274], [2.686, -0.197, 0.368], [2.610, -2.505, -0.025], [-4.224, -0.466, -1.311], [-1.498, 0.551, 1.311], [-3.098, 0.400, -0.693], [0.620, 2.133, 1.032], [2.758, 1.233, -0.183], [-0.889, 1.859, 0.873], [-2.328, -0.357, 0.380], [1.321, -3.298, -0.007], [1.576, -4.356, -0.019], [-0.600, -0.118, 1.556], [1.823, -0.340, 1.043], [3.576, -0.380, 0.970], [0.800, 1.590, -1.047], [1.668, 3.034, -0.589], [0.696, 3.144, 1.433], [3.480, 1.809, 0.400], [1.484, -1.952, -2.250], [3.177, 1.157, -1.188], [-2.064, 3.373, 0.545], [-3.020, -0.952, 0.979], [0.636, -3.094, -0.824], [-1.661, -1.073, -0.105], [1.093, 1.465, 1.796], [2.077, -0.323, -2.464], [-2.069, 0.794, 2.214], [0.811, -3.074, 0.935], [0.728, -0.619, -1.355]],
  "lowdin_charge": [1.367, 0.901, 0.951, -0.001, 0.053, 0.053, 0.100, -0.029, -0.108, -0.074, -0.170, -0.173, -0.476, -0.967, -0.379, -0.812, -0.209, -0.160, -0.302, -0.162, 0.007, 0.096, -0.018, 0.081, 0.128, 0.060, 0.124, 0.130, 0.120, 0.093, 0.119, 0.123, 0.098, 0.058, 0.115, -0.021, 0.096, 0.051, 0.086, 0.052]
}